Below is a 6-piece molecular cluster, C35H49BCl15IN2O5S2 overall, with properties calculated with wB97M-V/def2-TZVPD.

Each atom is followed by the atoms it is bonded to, with distances in Å.
CARTESIAN COORDINATES (ANGSTROEM)
1 C -4.0710 0.8428 -3.7677  C2 1.529, H42 1.086, H43 1.088, H44 1.084
2 C -2.6250 1.0730 -3.3257  C1 1.529, C3 1.530, H45 1.089, H46 1.091
3 C -2.4921 2.1107 -2.2091  C2 1.530, C4 1.535, H47 1.090, H48 1.087
4 C -3.2604 1.7596 -0.9269  C3 1.535, C5 1.553, H49 1.086, H50 1.087
5 C -2.3103 1.3290 0.2232  C4 1.553, C6 1.522, H51 1.087, H52 1.083
6 C -2.3540 -0.1835 0.3906  C5 1.522, N7 1.479, H53 1.087, H54 1.085
7 N -1.3491 -0.7797 1.2971  C6 1.479, C8 1.425, C41 1.415
8 C -1.2844 -0.1922 2.5936  N7 1.425, C9 1.406, C20 1.393
9 C -2.1496 -0.6977 3.5803  C8 1.406, B10 1.593, C13 1.396
10 B -3.1772 -1.8880 3.3250  C9 1.593, C11 1.569, O12 1.371
11 C -2.8990 -3.2882 3.9758  B10 1.569, H55 1.086, H56 1.086, H57 1.091
12 O -4.3165 -1.6579 2.5989  B10 1.371, H58 0.963
13 C -2.0839 -0.1496 4.8621  C9 1.396, C14 1.392, H59 1.083
14 C -1.2220 0.8984 5.1729  C13 1.392, C15 1.395, H60 1.078
15 C -0.3544 1.3954 4.1997  C14 1.395, C16 1.507, C20 1.400
16 C 0.5618 2.5214 4.6032  C15 1.507, I17 2.163, C18 1.540, H61 1.081
17 I 0.1511 4.3183 3.4706  C16 2.163
18 C 2.0589 2.1624 4.5829  C16 1.540, C19 1.537, H62 1.083, H63 1.089
19 C 2.8365 2.7485 5.7724  C18 1.537, H64 1.088, H65 1.084, H66 1.084
20 C -0.3853 0.8193 2.9236  C8 1.393, C15 1.400, S21 1.776
21 S 0.7561 1.4015 1.6940  C20 1.776, C22 1.777
22 C 0.9539 -0.0622 0.7060  S21 1.777, C23 1.412, C41 1.399
23 C 2.1505 -0.2419 -0.0216  C22 1.412, C24 1.517, C30 1.401
24 C 3.2664 0.7842 0.0443  C23 1.517, C25 1.535, H67 1.084, H68 1.086
25 C 2.9434 2.2619 -0.2201  C24 1.535, O26 1.198, N27 1.396
26 O 3.0654 3.0440 0.6792  C25 1.198
27 N 2.6164 2.7113 -1.5008  C25 1.396, C28 1.486, C29 1.473
28 C 1.8095 3.9550 -1.3928  N27 1.486, H69 1.086, H70 1.089, H71 1.080
29 C 1.8520 1.7173 -2.2745  N27 1.473, H72 1.084, H73 1.080, H74 1.093
30 C 2.2948 -1.4144 -0.7742  C23 1.401, C31 1.520, C35 1.394
31 C 3.5397 -1.8295 -1.5407  C30 1.520, O32 1.414, H75 1.086, H76 1.088
32 O 3.2480 -2.4593 -2.7722  C31 1.414, C33 1.413
33 C 2.8794 -1.5872 -3.8205  O32 1.413, C34 1.520, H77 1.087, H78 1.093
34 C 4.0342 -0.7557 -4.3536  C33 1.520, H79 1.089, H80 1.085, H81 1.084
35 C 1.2637 -2.3526 -0.7957  C30 1.394, C36 1.384, H82 1.078
36 C 0.0837 -2.1442 -0.1028  C35 1.384, S37 1.785, C41 1.405
37 S -1.1252 -3.4486 -0.2584  C36 1.785, C38 1.782, O39 1.447, O40 1.433
38 C -2.0059 -3.1057 -1.7692  S37 1.782, H83 1.084, H84 1.083, H85 1.083
39 O -0.3864 -4.6680 -0.5075  S37 1.447
40 O -2.0294 -3.4971 0.8524  S37 1.433
41 C -0.1045 -0.9750 0.6538  N7 1.415, C22 1.399, C36 1.405
42 H -4.6005 0.1956 -3.0749  C1 1.086
43 H -4.5844 1.8020 -3.7602  C1 1.088
44 H -4.1145 0.4245 -4.7666  C1 1.084
45 H -2.0848 1.4656 -4.1861  C2 1.089
46 H -2.1277 0.1410 -3.0543  C2 1.091
47 H -1.4285 2.2388 -2.0073  C3 1.090
48 H -2.8750 3.0516 -2.5967  C3 1.087
49 H -3.8495 2.6010 -0.5736  C4 1.086
50 H -3.9380 0.9297 -1.1123  C4 1.087
51 H -2.5643 1.8377 1.1491  C5 1.087
52 H -1.3088 1.6299 -0.0601  C5 1.083
53 H -2.2126 -0.6150 -0.5972  C6 1.087
54 H -3.3366 -0.5169 0.7071  C6 1.085
55 H -1.8365 -3.3705 4.1844  C11 1.086
56 H -3.2320 -4.0908 3.3244  C11 1.086
57 H -3.4096 -3.3568 4.9379  C11 1.091
58 H -4.4821 -0.7095 2.5984  O12 0.963
59 H -2.7216 -0.5455 5.6430  C13 1.083
60 H -1.2212 1.3103 6.1688  C14 1.078
61 H 0.2965 2.7967 5.6141  C16 1.081
62 H 2.4984 2.4392 3.6325  C18 1.083
63 H 2.1099 1.0764 4.6458  C18 1.089
64 H 2.1511 3.2416 6.4578  C19 1.088
65 H 3.3058 1.9543 6.3409  C19 1.084
66 H 3.5838 3.4661 5.4537  C19 1.084
67 H 4.0915 0.4998 -0.5988  C24 1.084
68 H 3.6552 0.7967 1.0581  C24 1.086
69 H 1.3603 4.1700 -2.3580  C28 1.086
70 H 0.9930 3.8154 -0.6854  C28 1.089
71 H 2.4196 4.8033 -1.1189  C28 1.080
72 H 1.4985 2.1710 -3.1935  C29 1.084
73 H 2.4712 0.8702 -2.5315  C29 1.080
74 H 0.9592 1.3995 -1.7304  C29 1.093
75 H 4.2726 -1.0361 -1.6571  C31 1.086
76 H 4.0228 -2.6137 -0.9616  C31 1.088
77 H 2.5175 -2.2215 -4.6257  C33 1.087
78 H 2.0248 -0.9791 -3.5137  C33 1.093
79 H 4.2713 0.0684 -3.6819  C34 1.089
80 H 4.9294 -1.3666 -4.4099  C34 1.085
81 H 3.7691 -0.3309 -5.3156  C34 1.084
82 H 1.3824 -3.2629 -1.3603  C35 1.078
83 H -3.0549 -3.3217 -1.6025  C38 1.084
84 H -1.6272 -3.7639 -2.5420  C38 1.083
85 H -1.8476 -2.0860 -2.0985  C38 1.083
86 C -3.0923 5.4169 -5.6845  Cl87 1.764, Cl88 1.762, Cl89 1.765, H90 1.081
87 Cl -1.9538 6.6946 -5.2547  C86 1.764
88 Cl -2.2450 3.9113 -6.0316  C86 1.762
89 Cl -4.2859 5.1889 -4.4042  C86 1.765
90 H -3.6167 5.7216 -6.5798  C86 1.081
91 C -2.8517 7.0388 -1.4197  Cl92 1.764, Cl93 1.762, Cl94 1.764, H95 1.083
92 Cl -1.6956 8.3190 -1.0516  C91 1.764
93 Cl -2.0301 5.5002 -1.6664  C91 1.762
94 Cl -4.0659 6.9012 -0.1476  C91 1.764
95 H -3.3570 7.2962 -2.3418  C91 1.083
96 C 6.5482 2.1313 4.2970  Cl97 1.762, Cl98 1.763, Cl99 1.767, H100 1.081
97 Cl 6.4846 3.8723 4.0308  C96 1.762
98 Cl 6.4800 1.7517 6.0178  C96 1.763
99 Cl 5.2534 1.3180 3.4122  C96 1.767
100 H 7.4918 1.7660 3.9155  C96 1.081
101 C -1.8142 -7.6015 0.8070  Cl102 1.765, Cl103 1.762, Cl104 1.768, H105 1.084
102 Cl -3.2879 -7.5638 -0.1632  C101 1.765
103 Cl -2.1486 -7.1279 2.4706  C101 1.762
104 Cl -1.0653 -9.2018 0.7480  C101 1.768
105 H -1.1209 -6.8832 0.3853  C101 1.084
106 C 1.9097 -10.2975 -1.8525  Cl107 1.763, Cl108 1.765, Cl109 1.764, H110 1.082
107 Cl 2.0910 -11.1379 -0.3139  C106 1.763
108 Cl 3.4730 -9.7453 -2.4562  C106 1.765
109 Cl 1.1066 -11.3258 -3.0398  C106 1.764
110 H 1.2871 -9.4284 -1.6857  C106 1.082

## Properties
**LUMO level**: 0.0058 Ha
**Orbital gap**: 8.2 eV
**Electronic energy**: -268592.522 eV
**M**: 1311.43 g/mol

Below is a 2-piece molecular cluster, C27H20F3O5S2 overall, with properties calculated with wB97M-V/def2-TZVPD.

Each atom is followed by the atoms it is bonded to, with distances in Å.
CARTESIAN COORDINATES (ANGSTROEM)
1 F -5.5997 -6.2264 0.2688  C2 1.369
2 C -5.1150 -5.6372 -0.8677  F1 1.369, F3 1.369, F4 1.375, C5 1.507
3 F -4.5377 -6.6277 -1.6155  C2 1.369
4 F -6.2083 -5.2006 -1.5779  C2 1.375
5 C -4.1610 -4.5100 -0.5665  C2 1.507, C6 1.389, C11 1.393
6 C -3.1247 -4.2511 -1.4550  C5 1.389, C7 1.371, H12 1.085
7 C -2.3418 -3.1359 -1.3021  C6 1.371, C8 1.455, H13 1.086
8 C -2.5772 -2.1766 -0.2338  C7 1.455, O9 1.258, C10 1.466
9 O -1.9591 -1.0844 -0.1459  C8 1.258
10 C -3.5814 -2.6082 0.7434  C8 1.466, C11 1.372, H14 1.085
11 C -4.3683 -3.7172 0.5596  C5 1.393, C10 1.372, H15 1.087
12 H -2.9387 -4.9407 -2.2711  C6 1.085
13 H -1.5348 -2.9551 -2.0060  C7 1.086
14 H -3.7229 -1.9748 1.6131  C10 1.085
15 H -5.1549 -3.9820 1.2609  C11 1.087
16 C 0.4648 -3.2970 2.0049  C17 1.398, C41 1.396, H42 1.090
17 C 1.2664 -2.4893 2.8174  C16 1.398, C18 1.394, H43 1.089
18 C 1.9922 -1.4390 2.2569  C17 1.394, C19 1.397, H44 1.088
19 C 1.8660 -1.1906 0.8882  C18 1.397, S20 1.786, C40 1.392
20 S 2.5902 0.2805 0.1798  C19 1.786, C21 1.761, O38 1.448, O39 1.445
21 C 1.2274 1.3470 -0.1476  S20 1.761, C22 1.364, S29 1.824
22 C -0.0209 0.9105 -0.4824  C21 1.364, C23 1.440, H45 1.084
23 C -1.1552 1.7620 -0.2321  C22 1.440, C24 1.417, C28 1.405
24 C -1.1155 2.6210 0.8945  C23 1.417, C25 1.387, H46 1.090
25 C -1.9124 3.7563 0.9223  C24 1.387, C26 1.396, H47 1.089
26 C -2.8581 3.9567 -0.0850  C25 1.396, C27 1.404, H48 1.088
27 C -3.0839 2.9640 -1.0516  C26 1.404, C28 1.395, H49 1.092
28 C -2.2433 1.8532 -1.1166  C23 1.405, C27 1.395, H50 1.093
29 S 1.6327 3.1221 -0.0416  C21 1.824, C30 1.808, O36 1.445, O37 1.452
30 C 3.4022 3.3138 -0.3617  S29 1.808, C31 1.393, C35 1.396
31 C 4.2414 3.6855 0.6861  C30 1.393, C32 1.394, H51 1.087
32 C 5.6000 3.8858 0.4449  C31 1.394, C33 1.397, H52 1.091
33 C 6.1136 3.7309 -0.8452  C32 1.397, C34 1.398, H53 1.092
34 C 5.2536 3.4158 -1.9020  C33 1.398, C35 1.396, H54 1.090
35 C 3.8893 3.2359 -1.6675  C30 1.396, C34 1.396, H55 1.087
36 O 0.9640 3.8137 -1.1198  S29 1.445
37 O 1.4527 3.5146 1.3442  S29 1.452
38 O 3.3094 0.9223 1.2602  S20 1.448
39 O 3.2538 -0.0687 -1.0552  S20 1.445
40 C 1.2041 -2.0867 0.0535  C19 1.392, C41 1.392, H56 1.088
41 C 0.5202 -3.1597 0.6168  C16 1.396, C40 1.392, H57 1.090
42 H -0.1894 -4.0528 2.4406  C16 1.090
43 H 1.3311 -2.6711 3.8888  C17 1.089
44 H 2.6294 -0.7921 2.8559  C18 1.088
45 H -0.1173 -0.0227 -1.0255  C22 1.084
46 H -0.4707 2.3712 1.7365  C24 1.090
47 H -1.7556 4.4855 1.7153  C25 1.089
48 H -3.4365 4.8772 -0.1130  C26 1.088
49 H -3.9011 3.0512 -1.7705  C27 1.092
50 H -2.3480 1.0727 -1.8745  C28 1.093
51 H 3.8321 3.7889 1.6877  C31 1.087
52 H 6.2476 4.1584 1.2793  C32 1.091
53 H 7.1795 3.8772 -1.0307  C33 1.092
54 H 5.6431 3.3065 -2.9144  C34 1.090
55 H 3.2026 3.0047 -2.4779  C35 1.087
56 H 1.1996 -1.9153 -1.0209  C40 1.088
57 H 0.0244 -3.8721 -0.0423  C41 1.090

## Properties
**LUMO level**: 0.0716 Ha
**Orbital gap**: 6.0 eV
**Electronic energy**: -68383.732 eV
**M**: 545.58 g/mol
**Net charge**: -1

Values for strongest force on any atom, Eh/bohr, ordered as above
0.0306; 0.0347